C16H22NO | ωB97M-V with the def2-TZVPD basis set

```
! wB97M-V def2-TZVPD RIJCOSX def2/J DEFGRID3
* xyz 1 1
C -1.156 -1.036 1.692
C -2.597 -0.508 2.020
C -2.408 0.980 2.100
C -1.079 1.329 1.923
C -0.286 0.185 1.651
C 1.142 0.148 1.764
C 1.888 1.360 1.818
C 3.269 1.335 1.977
C 3.952 0.118 2.111
C 3.231 -1.085 2.088
C 1.849 -1.081 1.922
H -0.823 -1.719 2.482
H -1.172 -1.603 0.755
H -3.298 -0.823 1.236
H -2.946 -0.957 2.961
H -3.233 1.658 2.331
H -0.667 2.336 2.002
H 1.356 2.315 1.772
H 3.812 2.282 2.000
H 5.040 0.108 2.212
H 3.754 -2.037 2.201
H 1.283 -2.018 1.957
O -1.384 -2.529 -1.554
C -1.577 -1.654 -2.656
C -1.244 -0.262 -2.127
C -1.185 0.883 -3.154
C 0.082 1.687 -2.794
C 0.924 0.754 -1.912
N 0.008 -0.226 -1.435
H -1.680 -3.425 -1.788
H -0.910 -1.921 -3.493
H -2.632 -1.659 -2.981
H -2.044 -0.037 -1.395
H -1.134 0.488 -4.176
H -2.076 1.504 -3.050
H 0.630 2.023 -3.677
H -0.199 2.558 -2.189
H 1.717 0.298 -2.539
H 1.437 1.278 -1.092
H 0.358 -1.045 -0.961
*
```

- HOMO: -11.020 eV
- Gap between HOMO and LUMO: 5.652 eV
- DFT total energy: -20478.9436 eV
- Maximum force: 1.53 eV Å⁻¹
- ΔE to the lowest compared entry with this formula, charge and spin: 38.41 kJ/mol